Entry 1:
ClH3SSi | the ωB97M-V functional and the def2-TZVPD basis

CARTESIAN COORDINATES (ANGSTROEM)
Si  -0.1495  -0.4468  0.0902
S  1.4384  0.9184  0.1150
Cl  -1.8588  0.4814  0.1671
H  -0.1541  -1.2165  -1.1674
H  0.1296  -1.4519  1.2533
H  0.5944  1.7154  -0.4582

Forces on the atoms, in the same order (eV/Å):
0.9 -3.8 1.2
4.6 -1.9 1.6
-2.8 1.4 0.1
0.4 0.0 -0.2
-0.2 1.0 -0.9
-2.9 3.3 -1.8

orbital gap (spin up / spin down)	4.83 / 7.47	eV
2S+1	3
charge	0
total energy	-31279.5769	eV
ΔE to the lowest compared entry with this formula, charge and spin	0.0	kJ/mol

Let us look at the Löwdin charges, expressed in e, one per atom: atom 1 (Si): -0.284, atom 2 (S): 0.448, atom 3 (Cl): 0.260, atom 4 (H): -0.079, atom 5 (H): -0.055, atom 6 (H): -0.289

=====

Entry 2:
C5H15NO5 | the ωB97M-V functional and the def2-TZVPD basis

CARTESIAN COORDINATES (ANGSTROEM)
O  1.7222  -0.2843  1.4032
C  0.9215  -1.1824  1.5518
C  -0.5231  -1.0102  1.9585
C  -1.0678  0.4164  1.9217
C  -1.7211  0.8100  0.5722
N  -0.9396  0.5949  -0.6478
C  -0.2046  1.5906  -1.1991
O  0.5501  1.4175  -2.1560
H  1.2359  -2.2270  1.4290
H  -1.1409  -1.6814  1.3505
H  -0.6064  -1.4262  2.9710
H  -1.8388  0.5364  2.6906
H  -0.2580  1.1118  2.1488
H  -1.9726  1.8744  0.6239
H  -2.6559  0.2656  0.4530
H  -0.7647  -0.3741  -0.8893
H  -0.3432  2.5977  -0.8136
O  1.2574  -0.9323  -3.3438
H  2.2281  -0.9365  -3.2756
H  0.9777  -0.0507  -2.9746
O  1.6014  2.4537  1.0708
H  1.6132  1.4785  1.1994
H  2.5205  2.7325  1.1258
O  -0.2437  -2.6079  -1.9933
H  -0.7418  -3.0943  -2.6566
H  0.3940  -2.0728  -2.5207

Forces on atoms 1 to 6 (eV/Å):
-0.4 -0.5 0.0
-0.1 0.4 0.1
-0.2 0.1 -0.1
0.1 0.1 -0.5
0.1 0.2 0.2
0.0 0.6 1.2

orbital gap	10.67	eV
2S+1	1
charge	0
total energy	-17156.5269	eV
ΔE to the lowest compared entry with this formula, charge and spin	0.0	kJ/mol

These are the Löwdin partial charges, in e, on atoms 1 to 8: atom 1 (O): 0.038, atom 2 (C): -0.210, atom 3 (C): -0.152, atom 4 (C): -0.168, atom 5 (C): -0.177, atom 6 (N): 0.063, atom 7 (C): -0.314, atom 8 (O): -0.010

=====

Entry 3:
C41H39EuN3O7P2 | the ωB97M-V functional and the def2-TZVPD basis

CARTESIAN COORDINATES (ANGSTROEM)
Eu  -2.0049  3.9156  0.3736
C  -0.0399  5.6934  -0.8355
C  0.2658  4.4583  -1.2888
C  1.4412  3.6333  -0.8459
C  1.2318  2.6463  0.3284
C  0.4617  3.1287  1.5121
C  0.4159  4.4075  1.9391
C  1.2326  5.5371  1.4145
C  0.6333  6.4093  0.2890
C  -3.0085  2.9563  2.3161
H  -0.8171  6.2975  -1.3317
H  -0.3158  4.0289  -2.1256
H  2.3306  4.2510  -0.6406
H  1.7139  2.9932  -1.7012
H  0.7479  1.7254  -0.0345
H  2.2592  2.3619  0.6050
H  -0.0746  2.3524  2.0725
H  -0.1600  4.6604  2.8400
H  2.2543  5.2461  1.1451
H  1.3273  6.2215  2.2674
H  -0.1358  7.0495  0.7504
H  1.4617  7.0686  -0.0424
H  -3.8936  3.6298  2.3007
H  -2.4237  3.0335  3.2444
H  -3.2074  1.9263  1.9611
P  0.1867  -5.0121  -2.6432
P  0.5614  -5.6838  0.8821
C  1.7105  -5.2713  -1.7040
C  1.8488  -5.4028  -0.3509
C  0.5351  -5.8436  -4.2559
C  1.8339  -6.0179  -4.7607
C  2.0332  -6.6528  -5.9946
C  0.9424  -7.1086  -6.7431
C  -0.3597  -6.9284  -6.2488
C  -0.5668  -6.3104  -5.0128
C  0.3611  -3.2253  -3.1002
C  0.2590  -2.3077  -2.0334
C  0.4142  -0.9405  -2.2698
C  0.6773  -0.4714  -3.5658
C  0.7861  -1.3837  -4.6221
C  0.6235  -2.7568  -4.3976
C  1.1887  -7.2739  1.6383
C  1.1136  -8.4209  0.8191
C  1.5904  -9.6511  1.2778
C  2.1463  -9.7619  2.5609
C  2.2273  -8.6266  3.3748
C  1.7465  -7.3886  2.9234
C  0.9850  -4.4749  2.2024
C  -0.0606  -4.0495  3.0543
C  0.2024  -3.1415  4.0815
C  1.4998  -2.6390  4.2687
C  2.5346  -3.0645  3.4282
C  2.2828  -3.9794  2.3959
H  2.6204  -5.2754  -2.3197
H  2.8666  -5.4555  0.0663
H  2.7028  -5.6511  -4.2140
H  3.0522  -6.7788  -6.3694
H  1.1037  -7.5974  -7.7090
H  -1.2145  -7.2703  -6.8372
H  -1.5829  -6.1714  -4.6322
H  0.0834  -2.6794  -1.0193
H  0.3327  -0.2337  -1.4418
H  0.8012  0.6006  -3.7481
H  1.0024  -1.0276  -5.6311
H  0.7286  -3.4592  -5.2285
H  0.7035  -8.3355  -0.1910
H  1.5340  -10.5309  0.6341
H  2.5184  -10.7265  2.9187
H  2.6713  -8.7011  4.3699
H  1.8371  -6.5107  3.5683
H  -1.0693  -4.4483  2.9123
H  -0.6050  -2.8233  4.7442
H  1.7006  -1.9218  5.0702
H  3.5505  -2.6899  3.5740
H  3.1048  -4.3105  1.7599
O  -4.8127  11.2887  0.2669
N  -4.2841  10.9554  1.3502
O  -4.2137  11.7251  2.3296
C  -3.7568  9.6087  1.4633
C  -3.8859  8.7571  0.3675
C  -3.4713  7.4357  0.4902
C  -2.7314  6.9832  1.6605
O  -2.0872  5.8841  1.6199
C  -2.6719  7.9046  2.7773
C  -3.1735  9.1983  2.6625
N  -2.0418  7.5208  4.0340
O  -1.9941  8.3932  4.9347
O  -1.5667  6.3798  4.1801
N  -3.7011  6.6132  -0.6819
O  -4.0029  7.1858  -1.7418
O  -3.6177  5.3231  -0.6411
H  -4.3270  9.1050  -0.5598
H  -3.1020  9.8929  3.4936

Forces on atoms 1 to 6 (eV/Å):
-0.3 -0.4 -0.3
0.4 -0.4 -0.8
-0.1 0.9 -0.2
0.4 -0.5 -0.3
0.3 -0.2 -0.4
0.1 0.8 0.7

orbital gap (spin up / spin down)	4.68 / 4.80	eV
2S+1	8
charge	0
total energy	-99847.2183	eV
ΔE to the lowest compared entry with this formula, charge and spin	0.0	kJ/mol

These are the Löwdin partial charges, in e, on atoms 1 to 8: atom 1 (Eu): 1.530, atom 2 (C): -0.165, atom 3 (C): -0.180, atom 4 (C): -0.192, atom 5 (C): -0.191, atom 6 (C): -0.187, atom 7 (C): -0.155, atom 8 (C): -0.180

=====

Entry 4:
C5H8O4 | the ωB97M-V functional and the def2-TZVPD basis

CARTESIAN COORDINATES (ANGSTROEM)
C  -1.0977  2.3398  -0.2371
C  -0.1805  1.5875  -0.2394
C  0.3229  -1.1589  -1.7995
C  -0.4082  -0.3128  1.2442
C  0.4580  0.3840  0.2131
O  1.5222  -1.7196  -1.5525
O  -0.1772  0.3339  2.4584
O  -1.7768  -0.3450  0.7773
O  1.8857  0.2616  0.0800
H  -1.7819  3.0706  -0.6288
H  0.2528  -0.3494  -2.4051
H  -0.5155  -1.9035  -1.5507
H  -0.0852  -1.3322  1.2173
H  2.2811  -1.2463  -1.9394
H  -0.9644  0.2493  3.1367
H  -2.0513  0.5457  0.5870
H  2.3159  -0.4044  0.6386

Forces on atoms 1 to 6 (eV/Å):
-2.1 3.0 -1.4
2.7 -3.0 1.2
-0.8 -2.9 3.8
-0.5 0.3 -1.5
1.4 -0.3 -2.3
0.6 -0.4 -0.6

orbital gap (spin up / spin down)	7.94 / 7.66	eV
2S+1	1
charge	0
total energy	-13498.2754	eV
ΔE to the lowest compared entry with this formula, charge and spin	656.8	kJ/mol

These are the Löwdin partial charges, in e, on atoms 1 to 8: atom 1 (C): 0.109, atom 2 (C): -0.085, atom 3 (C): -0.045, atom 4 (C): -0.426, atom 5 (C): -0.239, atom 6 (O): -0.065, atom 7 (O): -0.008, atom 8 (O): -0.007

=====

Entry 5:
C5H6O2S | the ωB97M-V functional and the def2-TZVPD basis

CARTESIAN COORDINATES (ANGSTROEM)
C  1.9853  -0.6623  0.0802
C  0.5397  -0.1457  0.3884
S  -0.4131  -1.3902  -0.5433
C  -1.9424  -0.6131  -0.1850
C  -2.0020  0.7186  0.0234
O  -0.9797  1.6286  0.0487
C  0.2411  1.2121  -0.2081
O  1.0584  1.9057  -0.8205
H  1.9544  -1.0018  -0.9979
H  2.7284  0.1449  0.4132
H  2.1708  -1.6521  0.6302
H  0.5429  -0.1994  1.4565
H  -2.8896  -1.2995  -0.2278
H  -2.9942  1.3542  -0.0580

Forces on atoms 1 to 6 (eV/Å):
0.2 -0.3 0.1
2.6 -1.6 -1.6
-0.6 0.6 1.3
-1.8 -0.3 -0.3
-3.4 0.4 -0.6
-1.0 0.6 -0.5

orbital gap	9.31	eV
2S+1	1
charge	0
total energy	-20210.7801	eV
ΔE to the lowest compared entry with this formula, charge and spin	137.6	kJ/mol

These are the Löwdin partial charges, in e, on atoms 1 to 8: atom 1 (C): -0.154, atom 2 (C): -0.526, atom 3 (S): 0.966, atom 4 (C): -0.417, atom 5 (C): -0.200, atom 6 (O): 0.048, atom 7 (C): -0.495, atom 8 (O): 0.118

=====

Entry 6:
C3H3N | the ωB97M-V functional and the def2-TZVPD basis

CARTESIAN COORDINATES (ANGSTROEM)
C  -1.5394  -0.4237  -0.0238
C  -0.6385  0.5616  -0.0369
C  0.7737  0.1068  0.0784
N  1.8864  -0.2080  -0.0366
H  -2.5768  -0.1056  0.0499
H  -1.2059  -1.4876  0.0630
H  -0.9974  1.5813  0.0374

Forces on atoms 1 to 6 (eV/Å):
0.3 -0.1 0.5
0.7 -1.8 0.9
0.3 1.1 -1.1
-1.5 0.3 0.5
0.0 -0.6 -0.3
-0.7 1.1 -0.3

orbital gap	11.15	eV
2S+1	1
charge	0
total energy	-4648.2446	eV
ΔE to the lowest compared entry with this formula, charge and spin	27.0	kJ/mol

Let us look at the Löwdin charges, expressed in e, one per atom: atom 1 (C): 0.010, atom 2 (C): -0.160, atom 3 (C): -0.230, atom 4 (N): 0.130, atom 5 (H): 0.063, atom 6 (H): 0.092, atom 7 (H): 0.095

=====

Entry 7:
C5H10NO | the ωB97M-V functional and the def2-TZVPD basis

CARTESIAN COORDINATES (ANGSTROEM)
C  -1.3504  -1.2976  1.5753
C  -0.5085  -0.4579  0.8160
C  0.3347  0.5258  1.0087
N  0.8760  0.5697  -0.4034
C  0.8406  1.9525  -1.1362
C  -0.2184  -0.5902  -0.7240
O  0.4058  -1.7560  -0.9467
H  -1.2784  -1.1525  2.7332
H  -1.2720  -2.4398  1.2223
H  -2.3235  -0.9987  1.3578
H  0.6529  1.0628  1.8898
H  1.7927  -0.0540  -0.3815
H  -0.1384  2.2158  -0.8227
H  1.5918  2.6817  -0.7336
H  0.9814  1.7972  -2.1542
H  -0.9735  -0.1741  -1.4059
H  0.5872  -1.8846  -1.8949

Forces on atoms 1 to 6 (eV/Å):
-0.1 -3.2 2.7
0.9 0.1 -2.4
0.4 0.1 -0.7
2.2 -0.7 0.6
1.0 -1.3 3.0
0.1 1.5 2.7

orbital gap	11.40	eV
2S+1	1
charge	+1
total energy	-8875.6270	eV
ΔE to the lowest compared entry with this formula, charge and spin	284.9	kJ/mol

These are the Löwdin partial charges, in e, on atoms 1 to 8: atom 1 (C): -0.030, atom 2 (C): -0.241, atom 3 (C): 0.032, atom 4 (N): -0.045, atom 5 (C): 0.064, atom 6 (C): -0.216, atom 7 (O): 0.084, atom 8 (H): 0.143

=====

Entry 8:
C6H9N | the ωB97M-V functional and the def2-TZVPD basis

CARTESIAN COORDINATES (ANGSTROEM)
C  2.1347  -0.2360  0.1987
N  0.7757  -0.5502  -0.1936
C  -0.1852  0.0190  0.7890
C  -0.6417  1.2579  0.0546
C  -1.0193  0.4370  -1.1649
C  -1.6618  -0.7476  -0.7685
C  -1.1912  -1.0425  0.4944
H  2.4102  -0.7733  1.1212
H  2.8256  -0.5504  -0.5914
H  2.2870  0.8419  0.4031
H  0.1812  0.0990  1.8185
H  0.1923  1.9464  -0.1135
H  -1.4938  1.8160  0.4748
H  -1.0580  0.8387  -2.1749
H  -2.2173  -1.4102  -1.4222
H  -1.3384  -1.9455  1.0746

Forces on atoms 1 to 6 (eV/Å):
0.2 0.0 -0.1
0.6 0.1 0.3
0.1 -0.1 0.2
0.1 0.0 -0.1
-0.6 0.3 -0.3
0.1 0.0 0.0

orbital gap (spin up / spin down)	8.59 / 7.87	eV
2S+1	1
charge	0
total energy	-7853.7278	eV
ΔE to the lowest compared entry with this formula, charge and spin	427.6	kJ/mol

These are the Löwdin partial charges, in e, on atoms 1 to 8: atom 1 (C): -0.159, atom 2 (N): -0.030, atom 3 (C): -0.407, atom 4 (C): -0.145, atom 5 (C): -0.035, atom 6 (C): -0.110, atom 7 (C): -0.017, atom 8 (H): 0.082